# 1
ORCA calculation (ωB97M-V with the def2-TZVPD basis set) on H2ORb as an isolated structure.

Calculated values
Gap between HOMO and LUMO (Ha): 0.391
E_tot (Ha): -100.313255
Total charge: +1
Energy above the lowest of the compared OMol25 structures with the same formula, charge and spin (eV): 0.463

Geometry (Å):
Rb 15.717 5.146 -0.964
O 15.935 2.958 2.602
H 16.539 2.569 3.234
H 15.831 3.864 2.895

And the Mulliken charges, in e, turn out to be: number 1, Rb, carries 0.99; number 2, O, carries -0.63; number 3, H, carries 0.33; number 4, H, carries 0.31

---

# 2
ORCA calculation (ωB97M-V with the def2-TZVPD basis set) on H2OSn as an isolated structure in a non-equilibrium geometry.

Calculated values
Gap between HOMO and LUMO (Ha): 0.302
E_tot (Ha): -289.920646
Total charge: +2
Energy above the lowest of the compared OMol25 structures with the same formula, charge and spin (eV): 0.930

Geometry (Å):
Sn -17.001 -11.789 -1.820
O -17.043 -9.638 -3.873
H -16.517 -8.865 -3.666
H -17.863 -9.284 -4.217

And the Mulliken charges, in e, turn out to be: number 1, Sn, carries 1.85; number 2, O, carries -0.61; number 3, H, carries 0.38; number 4, H, carries 0.38

---

# 3
ORCA calculation (ωB97M-V with the def2-TZVPD basis set) on the molecule H2P2S4 in a non-equilibrium geometry.

Calculated values
Gap between HOMO and LUMO (alpha / beta) (Ha): 0.202 / 0.202
E_tot (Ha): -2276.647681
Total charge: 0
Energy above the lowest of the compared OMol25 structures with the same formula, charge and spin (eV): 1.801

Geometry (Å):
P 1.171 -0.153 -0.639
P -1.864 -0.126 0.532
S -2.095 1.476 -0.600
S 0.322 0.065 1.181
S -2.049 -1.997 -0.133
S 3.276 0.366 -0.356
H -2.389 0.331 1.719
H 3.628 0.037 -1.705

And the Mulliken charges, in e, turn out to be: number 1, P, carries 0.49; number 2, P, carries 0.19; number 3, S, carries -0.37; number 4, S, carries -0.06; number 5, S, carries -0.36; number 6, S, carries -0.22; number 7, H, carries 0.11; number 8, H, carries 0.21

---

# 4
ORCA calculation (ωB97M-V with the def2-TZVPD basis set) on a 15-piece molecular cluster, H30O15 overall in a non-equilibrium geometry.

Calculated values
Gap between HOMO and LUMO (Ha): 0.364
E_tot (Ha): -1146.379377
Total charge: 0
Energy above the lowest of the compared OMol25 structures with the same formula, charge and spin (eV): 7.094

Geometry (Å):
O 1.042 -2.934 -0.790
H 1.561 -3.671 -0.401
H 0.519 -2.435 -0.353
O 2.715 -1.011 2.330
H 2.867 -0.302 3.066
H 3.372 -1.640 2.392
O -1.728 3.618 0.501
H -2.117 3.794 -0.368
H -1.053 3.079 0.317
O -4.274 2.058 0.934
H -4.045 2.537 1.585
H -3.986 1.121 1.204
O -2.815 0.053 -1.323
H -2.657 0.639 -0.585
H -3.508 0.519 -1.862
O 0.685 -3.513 -3.590
H 0.978 -2.784 -3.846
H 1.150 -3.440 -2.651
O -2.597 -1.956 0.473
H -2.635 -1.187 1.089
H -2.727 -1.586 -0.326
O 0.033 -0.291 -1.916
H -0.028 -0.188 -0.888
H -0.858 -0.670 -2.318
O 0.139 0.030 1.510
H 0.993 0.250 1.744
H -0.091 -0.779 1.854
O 3.196 1.374 2.302
H 3.250 1.973 3.069
H 2.670 1.854 1.673
O 2.969 1.138 -0.960
H 3.525 0.531 -0.517
H 2.126 0.495 -1.057
O 2.342 -1.045 -3.386
H 1.737 -0.679 -2.731
H 2.872 -1.598 -2.911
O -1.242 2.102 -3.682
H -1.384 1.756 -4.473
H -1.209 1.540 -2.942
O 0.703 -1.111 3.578
H 0.541 -0.513 4.193
H 1.503 -1.744 3.928
O -1.845 1.449 2.255
H -1.062 0.931 2.095
H -1.627 2.236 1.784

And the Mulliken charges, in e, turn out to be: number 1, O, carries -0.53; number 2, H, carries 0.28; number 3, H, carries 0.24; number 4, O, carries -0.60; number 5, H, carries 0.36; number 6, H, carries 0.22; number 7, O, carries -0.61; number 8, H, carries 0.32; number 9, H, carries 0.25; number 10, O, carries -0.57; number 11, H, carries 0.26; number 12, H, carries 0.32; number 13, O, carries -0.64; number 14, H, carries 0.28; number 15, H, carries 0.32; number 16, O, carries -0.57; number 17, H, carries 0.32; number 18, H, carries 0.30; number 19, O, carries -0.63; number 20, H, carries 0.28; number 21, H, carries 0.38; number 22, O, carries -0.36; number 23, H, carries 0.19; number 24, H, carries 0.25; number 25, O, carries -0.51; number 26, H, carries 0.17; number 27, H, carries 0.30; number 28, O, carries -0.59; number 29, H, carries 0.31; number 30, H, carries 0.29; number 31, O, carries -0.61; number 32, H, carries 0.32; number 33, H, carries 0.23; number 34, O, carries -0.59; number 35, H, carries 0.24; number 36, H, carries 0.28; number 37, O, carries -0.60; number 38, H, carries 0.28; number 39, H, carries 0.32; number 40, O, carries -0.55; number 41, H, carries 0.26; number 42, H, carries 0.31; number 43, O, carries -0.60; number 44, H, carries 0.38; number 45, H, carries 0.33

---

The highest energy above the lowest of the compared OMol25 structures with the same formula, charge and spin belongs to which entry?
H30O15

---

E_tot of number 3 (H2P2S4)?
-2276.647681 Ha

---

Look up the E_tot of the second one.
-289.920646 Ha